The following is a quantum chemistry calculation of a single C3H5NO molecule, from the OMol25 dataset.

The geometry in XYZ format:
```
10
Properties=species:S:1:pos:R:3:forces:R:3:lowdin_charge:R:1
O 2.00513 -0.72520 0.43159 -0.5 0.3 -0.3 0.103
C 0.96527 -0.27415 0.04370 0.2 -0.2 0.2 -0.365
C 0.17285 1.02692 0.27645 0.2 0.2 0.1 -0.123
N -1.07154 0.22346 0.13838 -0.2 -0.1 0.1 -0.051
C -0.32597 -0.85170 -0.57416 0.1 -0.3 -0.1 -0.121
H 0.28690 1.58329 1.21016 0.1 -0.1 -0.1 0.116
H 0.26292 1.71208 -0.57378 0.0 -0.1 0.1 0.114
H -1.29401 -0.14003 1.06350 -0.1 0.1 -0.1 0.098
H -0.63583 -1.88016 -0.36017 0.2 0.2 0.0 0.116
H -0.36572 -0.67452 -1.65568 0.0 -0.1 0.2 0.113
```
Positions in Å, forces in eV/Å.

For the LUMO energy, the calculation gives 0.03554 Eh. As for the SMILES: O=C1CNC1. As for the maximum force: 0.659 eV/A. For the relative energy (zero: lowest compared OMol25 entry of this formula, charge and spin), the calculation gives 32.6 kcal/mol. For the HOMO-LUMO gap, the calculation gives 10.8 eV. The HOMO energy is -9.88 eV. As for the total charge: 0.

***

The following is a quantum chemistry calculation of a molecular structure, C5H20FeN4O6, from the OMol25 dataset.

The geometry in XYZ format:
```
36
Properties=species:S:1:pos:R:3:forces:R:3:lowdin_spin:R:1
Fe 0.43182 1.74387 0.03518 1.0 -0.6 0.1 3.966
C 1.29208 -3.20531 1.62446 0.4 -0.1 -1.0 0.001
C 1.65680 -1.98218 2.43635 -0.8 1.3 0.4 -0.003
O 1.65185 -0.70259 1.81953 0.1 -0.6 -0.3 -0.039
H 2.02893 -3.27183 0.82399 -0.4 0.1 -0.7 0.000
H 0.25662 -3.14871 1.28874 0.1 0.2 -0.5 0.000
H 1.37679 -4.19360 2.07635 0.1 0.2 0.9 0.000
H 2.64201 -2.14500 2.87330 0.6 0.1 -0.1 -0.003
H 0.99630 -2.00343 3.30318 -0.4 0.2 0.5 0.000
C 4.05944 3.93766 -1.57869 -1.4 -0.8 0.7 0.000
O 3.07582 2.94431 -1.45581 -0.6 -0.6 -0.5 0.009
H 5.05576 3.51479 -1.70764 0.4 -0.3 0.6 0.000
H 3.98553 4.57736 -2.45814 -0.6 0.4 -0.3 0.000
H 3.95738 4.51443 -0.65943 0.8 0.7 0.0 0.000
C -0.02888 -1.87532 -2.68625 -0.1 4.0 3.6 0.000
O -0.20624 -0.93403 -1.90565 -0.7 0.4 0.0 0.011
N 1.13842 -2.28702 -3.01065 4.3 -1.3 -1.2 0.000
N -0.93350 -2.59901 -3.24024 -3.8 -1.9 -1.7 0.000
H 1.94565 -1.98315 -2.48519 0.0 -0.2 -0.4 0.000
H 1.09760 -2.99559 -3.72926 1.6 0.2 0.4 0.000
H -1.88205 -2.25247 -3.25634 0.2 -0.5 -0.3 0.000
H -0.53730 -3.31876 -3.82767 -1.5 0.0 -0.1 0.000
C -3.30798 -0.32356 1.84851 5.9 -1.7 -1.9 0.000
O -2.33141 0.43681 1.64324 -1.4 -0.7 0.0 0.012
N -3.22835 -1.66438 1.69374 2.3 -1.4 -0.4 0.000
N -4.45048 0.02478 2.22129 -5.9 3.6 1.9 0.000
H -3.93525 -2.38504 1.66157 -0.1 0.7 0.1 0.000
H -2.27003 -1.94150 1.53591 -0.2 -0.4 -0.1 0.000
H -4.55181 1.02968 2.22262 -0.6 -0.2 0.5 0.000
H -5.05553 -0.57686 2.76169 0.1 0.3 -0.3 0.000
O -1.24834 3.11562 -1.77621 0.3 -0.3 0.6 0.024
H -1.10448 4.03042 -2.01845 0.3 0.3 0.0 0.001
H -1.92291 2.81000 -2.38264 -0.1 -0.4 -0.1 0.000
O 0.10483 4.03510 1.90192 0.0 -0.4 -0.5 0.020
H -0.43067 4.28295 2.65560 -0.2 -0.2 0.2 0.000
H 0.67158 4.79158 1.75104 0.3 0.1 -0.2 0.000
```
Positions in Å, forces in eV/Å.

For the LUMO energy (spin up / spin down), the calculation gives -0.06697 / -0.07198 Eh. As for the maximum force: 7.137 eV/A. For the relative energy (zero: lowest compared OMol25 entry of this formula, charge and spin), the calculation gives 225.7 kcal/mol. For the HOMO-LUMO gap (spin up / spin down), the calculation gives 4.3 / 4.6 eV. The HOMO energy (spin up / spin down) is -6.16 / -6.57 eV. Its spin multiplicity is 5. As for the total charge: 0.

***

The following is a quantum chemistry calculation of a molecular structure, C19H28ClO2P2Re, from the OMol25 dataset.

The geometry in XYZ format:
```
53
Properties=species:S:1:pos:R:3:forces:R:3:lowdin_spin:R:1
C -2.40426 3.08155 -3.59058 0.3 0.2 -0.7 0.002
C -2.08267 2.20231 -2.46596 -2.7 -0.9 3.1 0.009
H -3.48042 3.32144 -3.60603 0.4 -0.3 0.3 0.000
H -2.11943 2.58732 -4.53529 0.0 0.2 0.3 0.000
H -1.82540 4.01644 -3.50125 0.0 -0.3 0.0 0.000
O -2.69982 1.78873 -1.50954 3.0 1.0 -3.3 0.036
Cl -0.11398 1.58803 -2.53234 -0.6 0.9 -0.8 0.036
Re -0.52417 0.37148 -0.45508 -1.2 -0.7 0.4 1.384
P -1.15603 -1.49075 -1.76638 -0.6 -2.4 -2.0 0.023
C -2.21818 -2.73307 -0.96862 -0.1 0.3 0.2 0.001
C -1.97444 -1.14723 -3.36851 -0.1 0.3 0.2 0.005
H -2.36193 -2.09014 -3.76912 0.0 0.2 0.0 0.000
H -0.13092 -3.34564 -2.93015 0.1 0.3 0.1 0.001
H -1.25122 -0.72115 -4.07100 -0.1 -0.1 0.1 0.000
H 0.94313 -1.90298 -2.92423 -0.1 -0.2 0.0 0.000
H -3.17762 -2.27906 -0.68510 0.2 -0.2 -0.1 0.000
H -2.80508 -0.44178 -3.23043 0.1 -0.3 -0.1 0.000
C 0.25477 -2.51256 -2.32521 0.2 0.1 0.1 0.012
H -2.38667 -3.56788 -1.66174 0.0 0.2 0.2 0.000
H 0.79736 -2.91326 -1.46072 -0.1 0.0 -0.2 0.000
H -1.72197 -3.10116 -0.06124 -0.1 0.0 -0.2 0.000
P -0.07021 2.23678 0.82795 1.3 3.1 1.7 0.028
C -0.68068 2.23914 2.54136 -0.3 -0.2 -0.1 0.000
C 1.71971 2.53763 1.09863 0.0 -0.2 -0.2 0.018
H -0.11482 4.03099 -0.81418 0.0 0.0 0.2 0.000
H -0.20578 4.63908 0.86790 -0.1 -0.1 -0.2 0.000
H -1.65452 3.92922 0.09001 0.2 0.1 0.1 0.000
C -0.56332 3.86879 0.17242 -0.4 -0.1 -0.1 0.011
H 2.23297 2.60621 0.13113 0.0 0.1 0.2 0.000
H 1.85212 3.47648 1.65191 0.0 -0.2 -0.1 0.001
H -0.39128 3.17302 3.03818 -0.1 -0.2 -0.1 0.000
H -0.24991 1.39143 3.08855 0.0 0.2 -0.1 0.001
H 2.15101 1.70769 1.67003 0.0 0.2 -0.1 0.001
H -1.77287 2.14082 2.55581 0.2 0.1 0.1 0.000
C -1.88399 -0.12596 0.79857 -3.6 -1.1 3.6 0.081
O -2.71967 -0.40096 1.58458 3.2 1.1 -3.2 0.116
C 2.09391 -2.54038 4.15809 -1.4 0.4 0.6 0.073
C 0.82538 -1.92881 4.08626 1.0 -0.7 0.6 0.074
C 0.40401 -1.31217 2.90601 -0.5 0.2 -0.1 0.240
C 1.24692 -1.23200 1.78643 0.7 0.3 -2.2 0.047
C 0.92759 -0.48135 0.56378 2.4 -1.2 1.1 0.094
C 1.93963 -0.38407 -0.44668 -0.5 -0.6 1.1 0.138
C 3.01913 -1.28531 -0.46960 0.0 0.5 -0.4 0.100
C 3.31854 -2.01860 0.66343 -0.1 -0.4 0.8 0.153
C 2.49950 -1.93219 1.82277 -0.4 0.7 -1.0 0.029
C 2.90743 -2.54976 3.02864 0.5 -0.3 -0.3 0.255
H 2.42574 -3.01972 5.07967 -0.1 0.2 -0.2 0.000
H 0.16863 -1.93375 4.95057 0.1 0.0 -0.1 0.001
H -0.59419 -0.88209 2.83244 0.2 -0.1 0.3 0.008
H 1.88156 0.39376 -1.21721 -0.1 -0.3 -0.2 0.006
H 3.63477 -1.36596 -1.36832 0.0 0.2 0.4 0.002
H 4.20453 -2.65983 0.70144 -0.3 0.3 -0.1 0.004
H 3.88708 -3.02879 3.03798 -0.2 0.0 0.2 0.008
```
Positions in Å, forces in eV/Å.

For the LUMO energy (spin up / spin down), the calculation gives -0.37822 / -0.49336 Eh. As for the maximum force: 5.183 eV/A. For the HOMO-LUMO gap (spin up / spin down), the calculation gives 7.4 / 5.0 eV. The HOMO energy (spin up / spin down) is -17.71 / -18.44 eV. Its spin multiplicity is 4. As for the total charge: +3.

***

The following is a quantum chemistry calculation of a molecular structure, C29H20HgN7O6, from the OMol25 dataset.

The geometry in XYZ format:
```
63
Properties=species:S:1:pos:R:3:forces:R:3:lowdin_spin:R:1
Hg -0.74240 -0.70910 0.90079 -0.1 0.0 -0.1 -0.001
C 2.88942 -1.74205 -1.67761 0.0 0.0 0.0 0.042
C 3.43940 -2.88714 -1.08466 0.0 0.0 0.0 0.011
C 3.00620 -3.28823 0.14830 0.0 0.0 0.0 0.021
C 2.00035 -2.55133 0.83870 0.1 0.0 0.0 0.027
N 1.46533 -1.46173 0.23061 0.0 0.0 0.0 0.048
C 1.90527 -1.08431 -0.97888 0.0 0.0 0.0 0.001
N 1.67600 -2.99402 2.07209 0.0 0.0 -0.1 0.087
C 0.87766 -2.36869 2.93361 0.0 0.0 0.1 0.127
N 0.09385 -1.24914 2.76918 0.0 0.0 0.0 -0.018
C -0.46453 -0.86534 3.97023 0.0 0.0 -0.1 0.121
N -1.18446 0.20821 4.27443 0.0 0.0 0.0 0.097
C -1.40745 1.27255 3.46825 0.0 0.0 0.0 0.025
C -2.06254 2.38414 4.06842 0.0 0.0 0.0 0.022
C -2.28656 3.53002 3.35467 0.0 0.0 0.0 0.010
C -1.87574 3.60209 2.01762 0.0 0.0 0.0 0.043
C -1.27695 2.48665 1.47782 0.0 0.0 0.0 0.000
N -1.04024 1.35947 2.16514 0.0 0.0 0.1 0.047
C -0.06474 -1.83532 4.95818 0.0 0.0 0.0 0.087
C -0.32624 -1.94033 6.32659 0.0 0.0 0.0 0.011
C 0.23666 -2.98654 7.02712 0.0 0.0 0.0 0.043
C 1.07482 -3.92494 6.38060 0.0 0.0 0.0 0.041
C 1.35101 -3.81851 5.03363 0.0 0.0 0.0 0.013
C 0.77128 -2.77082 4.31342 0.0 0.0 0.0 0.086
H 3.17988 -1.40770 -2.66353 0.0 0.0 0.0 0.003
H 4.20552 -3.45618 -1.60146 0.0 0.0 0.0 0.000
H 3.40882 -4.16090 0.64480 0.0 0.0 0.0 0.001
H 1.41388 -0.20831 -1.38989 0.0 0.0 0.0 -0.001
H -2.35781 2.28168 5.10409 0.0 0.0 0.0 0.001
H -2.78102 4.37387 3.82555 0.0 0.0 0.0 0.000
H -2.03429 4.47612 1.40201 0.0 0.0 0.0 0.003
H -0.97551 2.47760 0.43429 0.0 0.0 0.0 -0.001
H -0.96048 -1.20688 6.80990 0.0 0.0 0.0 0.000
H 0.04184 -3.09307 8.08888 0.0 0.0 0.0 0.003
H 1.50752 -4.73483 6.95819 0.0 0.0 0.0 0.002
H 2.00088 -4.52325 4.52886 0.0 0.0 0.0 0.000
O -0.75220 -1.59634 -2.34921 0.0 0.0 0.0 0.000
C -1.64934 -0.84811 -2.02433 0.0 0.0 0.1 0.000
C -2.53217 -0.08589 -3.00240 0.0 0.0 0.0 0.000
C -3.52407 0.65229 -2.11779 0.0 0.0 0.0 0.000
C -3.13288 0.25455 -0.70037 0.0 0.1 0.0 0.000
O -3.71567 0.62188 0.29917 0.0 0.0 0.0 0.000
N -2.04610 -0.58192 -0.73251 0.0 0.0 -0.1 0.000
H -2.98723 -0.78484 -3.70523 0.0 0.0 0.0 0.000
H -1.87897 0.58284 -3.56203 0.0 0.0 0.0 0.000
H -4.56515 0.37369 -2.28640 0.0 0.0 0.0 0.000
H -3.44571 1.73709 -2.19048 0.0 0.0 0.0 0.000
O -0.64121 3.71349 -1.96599 0.0 0.0 0.0 0.000
C -0.20900 2.58572 -2.26186 0.0 0.0 -0.1 0.000
O -0.23190 1.52669 -1.60015 0.1 0.0 0.0 0.000
C 0.43645 2.46852 -3.66507 0.0 0.0 0.0 0.000
C 0.54753 3.59706 -4.46729 0.0 0.0 0.0 0.000
C 1.11762 3.52943 -5.73255 0.0 0.0 0.0 0.000
C 1.58585 2.31987 -6.21667 0.0 0.0 0.0 0.000
C 1.46917 1.20290 -5.40403 0.0 0.0 0.0 0.000
C 0.90401 1.24671 -4.14020 0.0 0.0 0.0 0.000
N 1.97945 -0.07917 -5.92116 0.0 0.0 0.0 0.000
O 1.99773 -1.03187 -5.17424 0.0 0.0 0.0 0.000
O 2.36404 -0.11474 -7.08289 0.0 0.0 0.0 0.000
H 0.16839 4.52494 -4.05740 0.0 0.0 0.0 0.000
H 1.19903 4.41923 -6.34525 0.0 0.0 0.0 0.000
H 2.03488 2.22526 -7.19382 0.0 0.0 0.0 0.000
H 0.80283 0.35701 -3.52979 0.0 0.0 0.0 0.000
```
Positions in Å, forces in eV/Å.

For the LUMO energy (spin up / spin down), the calculation gives 0.14268 / 0.14268 Eh. As for the maximum force: 0.116 eV/A. For the relative energy (zero: lowest compared OMol25 entry of this formula, charge and spin), the calculation gives 0.0 kcal/mol. For the HOMO-LUMO gap (spin up / spin down), the calculation gives 3.8 / 6.0 eV. The HOMO energy (spin up / spin down) is 0.05 / -2.11 eV. Its spin multiplicity is 2. As for the total charge: -2.

***

The following is a quantum chemistry calculation of a single C5H8N2 molecule, from the OMol25 dataset.

The geometry in XYZ format:
```
15
Properties=species:S:1:pos:R:3:forces:R:3:lowdin_charge:R:1
C -1.24064 -1.21510 0.54289 0.3 0.0 0.1 -0.040
N -0.18461 -0.59333 -0.25587 0.4 0.2 -0.1 -0.117
C 1.07901 -1.05729 0.13911 0.6 0.2 -0.7 -0.161
C 1.94011 -0.01519 0.18692 0.1 -0.1 -0.2 -0.095
C 1.22755 1.14590 -0.24899 -0.1 0.3 0.0 -0.057
C -0.06708 0.75717 -0.48489 0.2 0.1 0.1 -0.379
N -1.16248 1.48754 -0.92479 0.0 0.1 0.0 0.119
H -1.82153 -0.47542 1.11208 0.3 -0.1 -0.1 0.087
H -1.95373 -1.79812 -0.06261 0.5 -0.1 0.4 0.086
H -0.54214 -1.74224 1.23495 -2.0 -0.5 0.0 0.090
H 1.26085 -2.11960 0.09250 0.0 0.0 0.6 0.113
H 2.97521 -0.06574 0.49269 0.0 0.0 -0.3 0.094
H 1.65118 2.12514 -0.41139 -0.1 0.0 0.1 0.092
H -2.06432 1.09245 -0.69407 0.1 0.1 0.0 0.079
H -1.09740 2.47383 -0.71854 -0.1 -0.1 0.0 0.091
```
Positions in Å, forces in eV/Å.

For the LUMO energy, the calculation gives 0.03579 Eh. As for the SMILES: Cn1cccc1N. As for the maximum force: 2.020 eV/A. For the relative energy (zero: lowest compared OMol25 entry of this formula, charge and spin), the calculation gives 27.5 kcal/mol. For the HOMO-LUMO gap, the calculation gives 8.3 eV. The HOMO energy is -7.28 eV. As for the total charge: 0.

***

- Which formula does entry 2 have?
  C5H20FeN4O6

***

- The lowest total charge belongs to which entry?
  C29H20HgN7O6

***

- The highest maximum force belongs to which entry?
  C5H20FeN4O6